{"formula": "C28H78Br9N13O6P4", "method": "ωB97M-V/def2-TZVPD", "e_tot_ev": -729490.5887, "total_charge": 0, "fmax_ev_per_a": 5.11, "spin_multiplicity": 1, "gap_ha": 0.2715, "symbols": ["C", "N", "O", "O", "H", "H", "H", "O", "P", "N", "C", "C", "N", "C", "C", "N", "C", "C", "H", "H", "H", "H", "H", "H", "H", "H", "H", "H", "H", "H", "H", "H", "H", "H", "H", "H", "O", "P", "N", "C", "C", "N", "C", "C", "N", "C", "C", "H", "H", "H", "H", "H", "H", "H", "H", "H", "H", "H", "H", "H", "H", "H", "H", "H", "H", "O", "P", "N", "C", "C", "N", "C", "C", "N", "C", "C", "H", "H", "H", "H", "H", "H", "H", "H", "H", "H", "H", "H", "H", "H", "H", "H", "H", "H", "O", "P", "N", "C", "C", "N", "C", "C", "N", "C", "C", "H", "H", "H", "H", "H", "H", "H", "H", "H", "H", "H", "H", "H", "H", "H", "H", "H", "H", "C", "Br", "Br", "Br", "H", "C", "Br", "Br", "Br", "H", "C", "Br", "Br", "Br", "H"], "coordinates": [[33.65, 26.06, 42.20], [34.49, 24.83, 41.90], [35.30, 24.98, 40.98], [34.25, 23.78, 42.43], [33.13, 25.86, 43.13], [32.88, 25.96, 41.43], [34.16, 27.02, 42.19], [17.60, 37.44, 30.16], [16.87, 36.17, 30.09], [16.77, 35.74, 28.42], [15.73, 36.36, 27.55], [18.08, 35.45, 27.71], [15.20, 36.15, 30.64], [14.16, 35.16, 30.18], [14.74, 37.24, 31.47], [17.64, 34.89, 31.00], [17.22, 33.48, 31.12], [18.65, 35.29, 31.95], [16.03, 37.41, 27.49], [14.72, 36.18, 27.91], [15.90, 36.01, 26.53], [17.84, 34.84, 26.84], [18.62, 34.85, 28.44], [18.61, 36.37, 27.44], [14.44, 34.57, 29.30], [14.01, 34.50, 31.03], [13.27, 35.75, 29.97], [14.88, 38.08, 30.79], [13.69, 37.08, 31.70], [15.53, 37.57, 32.14], [16.15, 33.37, 30.92], [17.69, 32.86, 30.36], [17.26, 33.18, 32.16], [18.14, 35.45, 32.91], [19.12, 36.20, 31.56], [19.48, 34.61, 32.09], [28.81, 31.99, 35.74], [29.03, 32.78, 36.96], [29.26, 31.75, 38.39], [29.41, 32.23, 39.83], [28.37, 30.58, 38.30], [27.85, 34.02, 37.36], [28.00, 34.96, 38.53], [26.61, 34.02, 36.58], [30.55, 33.71, 37.11], [30.62, 34.98, 36.31], [31.84, 33.03, 37.19], [30.37, 32.72, 39.97], [29.39, 31.34, 40.45], [28.58, 32.77, 40.28], [27.29, 30.74, 38.32], [28.60, 29.89, 39.11], [28.65, 30.06, 37.38], [27.41, 35.86, 38.33], [27.89, 34.58, 39.54], [29.03, 35.30, 38.56], [26.26, 33.01, 36.38], [25.80, 34.50, 37.13], [26.82, 34.58, 35.67], [30.59, 34.71, 35.26], [29.72, 35.52, 36.58], [31.57, 35.48, 36.50], [32.68, 33.72, 37.25], [32.17, 32.44, 36.34], [31.78, 32.30, 38.00], [19.90, 25.71, 33.50], [21.33, 25.27, 33.46], [22.18, 25.79, 32.12], [23.60, 25.68, 32.06], [21.46, 25.74, 30.80], [21.53, 23.54, 33.52], [22.90, 23.06, 33.74], [20.65, 22.75, 32.63], [22.19, 25.95, 34.80], [21.78, 27.36, 35.07], [22.45, 25.19, 36.04], [23.99, 26.34, 31.29], [23.98, 24.68, 31.87], [24.05, 26.03, 32.99], [22.12, 26.16, 30.04], [20.59, 26.38, 30.93], [21.30, 24.75, 30.37], [23.19, 22.60, 32.80], [23.66, 23.78, 34.03], [22.87, 22.41, 34.62], [21.09, 22.67, 31.64], [20.43, 21.93, 33.32], [19.67, 23.21, 32.58], [22.59, 27.75, 35.68], [21.74, 27.94, 34.15], [20.85, 27.47, 35.63], [21.87, 25.65, 36.83], [23.52, 25.22, 36.29], [22.13, 24.16, 35.91], [28.11, 37.97, 25.59], [27.62, 38.19, 26.98], [26.23, 39.24, 27.28], [25.77, 40.30, 26.38], [25.85, 39.43, 28.73], [28.85, 38.94, 27.85], [28.96, 40.41, 28.25], [30.19, 38.27, 27.85], [27.19, 36.79, 28.00], [27.52, 36.59, 29.35], [26.40, 35.64, 27.51], [24.77, 40.12, 26.00], [26.52, 40.36, 25.59], [25.77, 41.23, 26.95], [24.95, 40.03, 28.62], [26.61, 39.91, 29.35], [25.56, 38.55, 29.32], [29.35, 40.54, 29.26], [29.66, 40.89, 27.57], [28.05, 40.98, 28.07], [30.76, 38.53, 28.74], [29.99, 37.21, 28.00], [30.74, 38.47, 26.93], [26.98, 35.79, 29.87], [28.56, 36.31, 29.47], [27.27, 37.50, 29.90], [25.84, 35.22, 28.34], [27.10, 34.86, 27.22], [25.67, 35.93, 26.74], [24.35, 28.01, 45.65], [23.51, 26.64, 44.51], [26.28, 27.97, 45.60], [23.88, 27.93, 47.60], [24.08, 28.99, 45.28], [30.31, 24.58, 33.72], [31.70, 25.99, 33.69], [30.22, 23.70, 35.56], [30.53, 23.30, 32.19], [29.37, 25.11, 33.56], [18.59, 34.06, 41.16], [20.38, 33.43, 40.71], [17.47, 33.27, 39.69], [18.52, 36.05, 41.11], [18.22, 33.67, 42.11]]}